1.
DFT (ωB97M-V/def2-TZVPD) results for a structure of composition C27H44BrCaCl3F2N4NaO12S in a non-equilibrium geometry.

Its gap between HOMO and LUMO is 1.9 eV. Its charge is +1. As for the energy: -7568.5572 a.u. The lowest unoccupied orbital energy is -6.018 eV.

Each line ends with the Mulliken charge.
CARTESIAN COORDINATES (ANGSTROEM)
C 0.859 -3.774 2.862  -0.65
C 0.082 -3.387 1.654  0.00
C -0.915 -2.076 1.522  -0.77
C -0.167 -0.709 1.000  0.63
C 1.415 -0.583 1.527  -0.69
N 1.803 0.902 1.397  -0.23
C 1.279 1.501 0.110  -0.67
C 0.924 0.358 -1.011  0.37
C 0.567 1.105 -2.428  -0.31
C 1.287 0.458 -3.751  0.35
O 0.894 -0.662 -4.387  -0.62
N 2.469 1.210 -4.341  -0.02
C 2.305 1.463 -5.825  -0.70
C 3.719 0.330 -4.240  -0.86
N -0.286 -0.443 -0.484  0.44
Br -0.401 -1.969 -1.564  0.14
H 1.611 -4.691 2.731  0.17
H 0.741 -3.293 3.934  0.14
H 0.164 -4.079 0.688  0.22
H -1.279 -1.843 2.635  0.36
H -1.922 -2.315 0.928  0.24
H -0.728 0.195 1.542  0.14
H 1.490 -0.816 2.694  0.29
H 2.139 -1.303 0.956  0.15
H 1.318 1.451 2.166  0.32
H 0.245 2.030 0.381  0.16
H 1.967 2.369 -0.329  0.38
H 1.851 -0.360 -1.225  0.24
H -0.602 1.100 -2.534  0.03
H 0.947 2.225 -2.332  0.09
H 2.372 2.618 -6.030  0.27
H 3.220 0.979 -6.409  0.33
H 1.288 1.095 -6.280  0.21
H 3.543 -0.685 -4.836  0.27
H 3.987 0.111 -3.118  0.17
H 4.655 0.853 -4.758  0.37
H -1.149 0.152 -0.639  0.06
C -4.743 1.090 -1.925  -2.18
S -3.507 1.597 -0.704  0.97
O -2.894 0.349 -0.140  -0.80
C -4.693 2.217 0.514  -0.39
H -4.228 0.633 -2.772  0.58
H -5.429 0.364 -1.483  0.57
H -5.296 1.967 -2.270  0.52
H -5.382 1.420 0.805  0.44
H -5.248 3.056 0.089  0.27
H -4.142 2.557 1.394  -0.38
C -0.900 -7.247 6.201  -0.51
C 0.580 -7.148 6.059  0.34
O 0.772 -5.871 5.492  -0.39
C -0.277 -5.125 5.936  0.69
O -0.320 -3.907 5.888  -0.48
O -1.275 -5.907 6.450  -0.29
F 1.045 -8.074 5.191  -0.27
H -1.391 -7.597 5.286  0.31
H -1.196 -7.897 7.028  0.32
H 1.127 -7.216 7.005  0.29
F -0.578 2.037 -4.012  -0.83
Ca -6.440 2.973 -2.980  1.68
C -3.239 3.871 4.218  0.79
O -3.754 4.259 3.142  -0.71
O -2.994 2.569 4.179  -0.54
O -2.938 4.489 5.264  -0.73
H -3.350 2.507 3.269  0.33
C 1.905 -3.388 -4.998  -0.37
N 2.344 -4.788 -4.754  0.91
O 1.471 -5.611 -4.453  -0.53
O 3.552 -5.022 -4.872  -0.54
H 0.823 -3.328 -4.860  0.14
H 2.421 -2.750 -4.277  0.12
H 2.177 -3.130 -6.023  0.29
C -1.183 5.274 -1.722  -0.57
C -2.696 5.211 -1.606  0.69
O -3.138 4.941 -0.455  -0.63
O -3.319 5.438 -2.681  -0.70
H -0.701 5.069 -0.761  0.14
H -0.835 4.533 -2.448  0.12
H -0.877 6.270 -2.057  0.36
Na 2.270 -4.801 6.747  1.00
C 4.120 4.737 2.495  -0.69
C 4.051 5.822 3.368  -0.33
C 2.818 6.237 3.870  -0.39
C 1.654 5.560 3.506  -0.71
C 1.723 4.473 2.635  -0.23
C 2.955 4.063 2.126  0.24
H 5.081 4.416 2.101  0.36
H 4.959 6.345 3.657  0.35
H 2.764 7.087 4.545  0.37
H 0.693 5.880 3.901  0.45
H 0.816 3.944 2.353  0.39
H 3.008 3.220 1.444  0.19
C -1.872 -5.494 -5.234  0.05
Cl -3.169 -6.687 -5.048  -0.14
Cl -2.137 -4.506 -6.680  -0.12
Cl -1.758 -4.470 -3.793  -0.09
H -0.926 -6.030 -5.351  0.24

=====

2.
DFT (ωB97M-V/def2-TZVPD) results for a structure of composition C24H25N4O2PdSbSe4 in a non-equilibrium geometry.

Its gap between HOMO and LUMO is 5.2 eV. Its charge is 0. For the energy above the lowest of the compared OMol25 structures with the same formula, charge and spin, the calculation gives 0.0 kcal/mol. As for the energy: -11272.9611 a.u. The lowest unoccupied orbital energy is -1.881 eV.

Each line ends with the Mulliken charge.
CARTESIAN COORDINATES (ANGSTROEM)
Pd 1.946 1.105 0.145  0.48
N -0.501 6.245 1.039  -0.23
C -1.594 5.508 0.748  -0.06
O -2.644 5.958 0.330  -0.64
C -1.400 4.039 0.996  0.60
C -2.227 3.361 1.874  -0.44
C -1.930 2.041 2.176  -1.18
C -0.829 1.456 1.580  0.32
N -0.060 2.088 0.687  0.90
C -0.341 3.361 0.415  -0.77
H -0.569 7.245 0.957  0.23
H 0.261 5.840 1.571  0.08
H -3.061 3.873 2.334  0.50
H -2.515 1.480 2.889  0.49
H -0.528 0.448 1.832  0.08
H 0.330 3.867 -0.269  0.54
Se 5.232 3.026 3.645  -0.59
Sb 3.025 3.053 2.743  0.69
Se 2.420 0.561 2.384  -0.31
Se 1.293 4.423 3.695  -0.58
Se 3.066 3.196 0.180  -0.46
C 3.662 0.205 -0.469  -1.50
C 3.152 -0.279 -1.769  1.05
C 2.923 -1.646 -1.989  -0.66
C 2.344 -2.076 -3.162  -0.51
C 1.963 -1.155 -4.140  -0.50
C 2.188 0.193 -3.942  -0.73
C 2.785 0.630 -2.761  -0.23
H 4.440 0.961 -0.522  0.67
H 3.913 -0.583 0.236  0.40
H 3.197 -2.356 -1.219  0.36
H 2.180 -3.134 -3.325  0.43
H 1.502 -1.499 -5.057  0.40
H 1.911 0.911 -4.702  0.44
H 2.989 1.688 -2.614  0.44
C -3.467 -2.519 -0.103  -1.10
N -2.302 -1.822 -0.604  0.04
N -1.112 -1.838 0.093  0.91
C -0.261 -0.902 -0.446  0.24
O 0.915 -0.789 -0.027  -0.37
C -0.995 -0.247 -1.471  -0.83
C -2.235 -0.827 -1.517  0.77
C -3.406 -0.476 -2.363  -1.84
C -0.721 -2.948 0.896  -0.36
C -0.778 -4.231 0.373  0.04
C -0.379 -5.300 1.160  -0.83
C 0.098 -5.078 2.444  -0.43
C 0.172 -3.787 2.947  -0.90
C -0.247 -2.713 2.178  0.09
H -3.411 -2.584 0.982  0.33
H -3.543 -3.525 -0.515  0.33
H -4.354 -1.950 -0.373  0.43
H -0.626 0.548 -2.093  0.49
H -3.101 0.239 -3.123  0.42
H -4.194 -0.015 -1.766  0.37
H -3.821 -1.354 -2.857  0.38
H -1.121 -4.385 -0.642  0.55
H -0.425 -6.305 0.764  0.41
H 0.420 -5.913 3.051  0.41
H 0.557 -3.611 3.943  0.44
H -0.183 -1.702 2.556  0.34

=====

3.
DFT (ωB97M-V/def2-TZVPD) results for a structure of composition C55H46I2N7OPPtSe in a non-equilibrium geometry.

Its gap between HOMO and LUMO is 3.9 eV. Its charge is +2. As for the energy: -6038.9701 a.u. The lowest unoccupied orbital energy is -8.040 eV.

Each line ends with the Mulliken charge.
CARTESIAN COORDINATES (ANGSTROEM)
Pt -0.156 -0.267 0.329  1.18
C 1.274 -2.071 -4.989  -1.05
N 0.744 -2.324 -3.653  0.74
C 0.650 -1.426 -2.648  -0.89
N 0.155 -1.977 -1.547  1.29
C -0.085 -3.296 -1.864  -1.35
C 0.273 -3.526 -3.174  0.33
C 0.052 -4.708 -4.028  -0.19
C -1.217 -5.281 -4.079  -0.16
C -1.462 -6.360 -4.915  -0.96
C -0.443 -6.876 -5.702  -0.51
C 0.828 -6.323 -5.640  -0.86
C 1.074 -5.241 -4.811  -0.13
C -0.580 -4.317 -0.917  0.17
C -1.947 -4.480 -0.705  0.06
C -2.415 -5.498 0.115  -0.91
C -1.519 -6.367 0.718  -0.80
C -0.155 -6.209 0.511  -0.80
C 0.315 -5.187 -0.300  -0.17
P 0.845 0.370 -2.788  -0.19
C -0.898 0.590 -2.214  -0.64
N -1.431 0.698 -0.995  0.08
C -2.806 0.581 -1.137  0.06
C -3.086 0.349 -2.454  0.01
N -1.869 0.388 -3.118  0.47
C -1.721 0.244 -4.564  -0.86
C -4.309 -0.114 -3.139  -0.65
C -5.333 0.758 -3.492  0.09
C -6.468 0.268 -4.123  -0.78
C -6.585 -1.087 -4.395  -0.51
C -5.563 -1.960 -4.044  -0.86
C -4.424 -1.473 -3.422  0.20
C -3.736 0.808 -0.020  0.69
C -3.390 1.726 0.970  -0.31
C -4.264 2.000 2.010  -0.83
C -5.489 1.353 2.074  -0.51
C -5.849 0.454 1.079  -0.82
C -4.979 0.180 0.035  -0.37
C 2.425 -0.914 0.032  -0.63
N 1.560 -1.169 1.003  0.13
C 2.036 -2.242 1.716  -0.25
C 3.226 -2.629 1.146  0.26
N 3.461 -1.767 0.090  0.54
C 4.656 -1.739 -0.750  -0.99
C 4.183 -3.662 1.577  0.16
C 4.676 -4.603 0.675  -0.19
C 5.591 -5.557 1.093  -0.88
C 6.029 -5.567 2.410  -0.53
C 5.535 -4.636 3.314  -0.85
C 4.608 -3.691 2.903  -0.04
C 1.355 -2.828 2.878  0.65
C 0.833 -2.003 3.872  -0.50
C 0.184 -2.560 4.963  -0.75
C 0.026 -3.937 5.053  -0.56
C 0.566 -4.761 4.075  -1.08
C 1.243 -4.209 3.000  0.01
H 1.164 -1.015 -5.225  0.40
H 0.723 -2.666 -5.713  0.43
H 2.328 -2.334 -5.044  0.27
H -2.014 -4.872 -3.472  0.44
H -2.452 -6.795 -4.955  0.46
H -0.637 -7.716 -6.356  0.43
H 1.628 -6.738 -6.239  0.43
H 2.073 -4.824 -4.759  0.43
H -2.651 -3.815 -1.195  0.78
H -3.479 -5.615 0.275  0.51
H -1.882 -7.172 1.343  0.46
H 0.545 -6.892 0.975  0.49
H 1.379 -5.067 -0.466  0.70
H -2.610 0.636 -5.049  0.44
H -1.610 -0.805 -4.837  0.27
H -0.854 0.810 -4.902  0.38
H -5.238 1.815 -3.280  0.50
H -7.263 0.948 -4.400  0.45
H -7.473 -1.464 -4.886  0.42
H -5.657 -3.018 -4.249  0.46
H -3.618 -2.145 -3.145  0.45
H -2.449 2.257 0.903  0.45
H -3.995 2.728 2.764  0.42
H -6.163 1.550 2.897  0.44
H -6.814 -0.034 1.114  0.44
H -5.265 -0.529 -0.731  0.52
H 5.489 -2.149 -0.188  0.41
H 4.878 -0.712 -1.031  0.35
H 4.505 -2.330 -1.652  0.27
H 4.332 -4.603 -0.354  0.40
H 5.964 -6.289 0.390  0.44
H 6.765 -6.292 2.730  0.43
H 5.879 -4.636 4.339  0.45
H 4.233 -2.954 3.603  0.48
H 0.955 -0.930 3.806  0.36
H -0.192 -1.918 5.747  0.56
H -0.509 -4.365 5.890  0.45
H 0.461 -5.835 4.151  0.48
H 1.663 -4.847 2.235  0.60
Se 2.378 0.661 -1.097  0.02
C 3.560 2.264 -2.771  0.59
C 4.793 2.507 -2.235  -0.30
C 5.723 3.105 -3.090  -0.49
N 5.458 3.411 -4.353  -0.48
C 4.245 3.156 -4.820  -0.48
C 3.227 2.566 -4.060  -0.14
H 5.064 2.267 -1.215  0.43
H 6.718 3.338 -2.728  0.36
H 4.048 3.431 -5.850  0.37
H 2.256 2.396 -4.503  0.45
C 0.438 2.473 1.340  -1.54
C -0.151 1.148 1.753  0.78
O -0.555 0.880 2.833  -0.34
H 0.093 3.239 2.035  0.54
H 0.180 2.734 0.317  0.24
H 1.523 2.397 1.419  0.31
I -2.054 -2.086 1.514  0.55
I -3.064 -1.182 3.768  -0.24

=====

4.
DFT (ωB97M-V/def2-TZVPD) results for an isolated molecule of C3H4O2S in a non-equilibrium geometry.

Its gap between HOMO and LUMO is 10.6 eV. Its charge is 0. For the energy above the lowest of the compared OMol25 structures with the same formula, charge and spin, the calculation gives 76.3 kcal/mol. As for the energy: -665.2640 a.u. The lowest unoccupied orbital energy is 0.340 eV.

Each line ends with the Mulliken charge.
CARTESIAN COORDINATES (ANGSTROEM)
C 0.654 -0.497 -0.774  -0.21
C -0.640 -0.482 -0.990  -0.29
C 0.921 -0.043 0.617  -0.42
O -1.030 1.924 0.238  -0.61
O -1.764 -0.096 1.567  -0.57
S -0.881 0.391 0.562  0.88
H 1.533 -0.479 -1.487  0.28
H -1.288 -0.619 -1.934  0.33
H 0.830 -0.856 1.420  0.27
H 1.666 0.757 0.781  0.34

=====

5.
DFT (ωB97M-V/def2-TZVPD) results for a cluster of 2 separate species, C4H8O2 in total in a non-equilibrium geometry.

Its gap between HOMO and LUMO is 10.0 eV. Its charge is 0. Its structure (SMILES) is C=C(C)C=O.O. For the energy above the lowest of the compared OMol25 structures with the same formula, charge and spin, the calculation gives 47.0 kcal/mol. As for the energy: -307.6376 a.u. The lowest unoccupied orbital energy is 0.323 eV.

Each line ends with the Mulliken charge.
CARTESIAN COORDINATES (ANGSTROEM)
C -0.826 0.955 0.143  -0.59
C 0.271 0.302 -0.268  0.35
C 1.443 -0.016 0.619  -1.12
C 0.394 0.043 -1.716  -0.01
O 1.400 -0.364 -2.256  -0.51
H -0.959 1.283 1.170  0.34
H -1.636 1.215 -0.532  0.21
H 2.051 -0.817 0.192  0.34
H 1.147 -0.304 1.634  0.30
H 2.073 0.876 0.687  0.31
H -0.517 0.285 -2.306  0.28
O -2.061 -0.979 0.623  -0.67
H -1.172 -1.099 0.245  0.43
H -1.899 -0.900 1.570  0.33

=====

6.
DFT (ωB97M-V/def2-TZVPD) results for a structure of composition C27H33CeClN2O5 in a non-equilibrium geometry.

Its gap between HOMO and LUMO (alpha / beta) is 3.6 / 3.4 eV. Its charge is -1. Its spin multiplicity is 2. As for the expectation value of S²: 1.128. As for the energy: -2469.7386 a.u. The lowest unoccupied orbital energy (alpha / beta) is 2.308 / 2.322 eV.

Each line ends with the Mulliken charge.
CARTESIAN COORDINATES (ANGSTROEM)
Ce -0.589 -0.031 -0.992  0.18
Cl -2.373 0.160 0.772  -0.47
N -0.193 2.226 -1.069  0.23
N -0.370 -2.321 -0.686  0.22
C -1.206 3.004 -1.463  0.70
C -1.171 -3.172 -1.326  0.62
C 0.797 2.995 -0.306  2.15
C 0.036 4.299 -0.088  -0.82
C 2.035 3.056 -1.171  -1.71
C 1.135 2.334 1.002  -2.35
H 1.779 3.082 -2.235  0.30
H 2.639 2.160 -1.006  0.35
H 2.635 3.932 -0.907  0.38
H 0.293 2.369 1.697  0.59
H 1.988 2.848 1.465  0.41
H 1.430 1.276 0.901  0.12
C 0.473 -3.036 0.288  1.52
C 0.309 -4.469 -0.198  -0.80
C -0.105 -2.824 1.663  -1.17
C 1.893 -2.493 0.217  -1.75
H 2.263 -2.480 -0.813  0.43
H 2.557 -3.119 0.827  0.41
H 1.959 -1.477 0.626  0.19
H -1.166 -3.100 1.704  0.41
H -0.018 -1.765 1.939  -0.16
H 0.463 -3.402 2.402  0.44
O -0.927 -4.445 -1.073  -0.47
H 0.144 -5.214 0.582  0.30
H 1.151 -4.785 -0.828  0.35
O -1.143 4.243 -1.020  -0.50
H 0.606 5.214 -0.273  0.29
H -0.398 4.356 0.921  0.39
C -2.343 2.439 -2.271  -1.52
C -2.255 -2.677 -2.245  -1.35
C -1.937 -1.358 -2.953  1.08
H -3.168 -2.546 -1.630  0.30
H -2.491 -3.480 -2.966  0.37
C -2.435 -0.125 -2.443  -1.56
C -2.001 1.123 -2.975  0.91
H -3.005 -0.131 -1.491  0.52
C -1.304 1.126 -4.186  0.91
C -0.991 -0.103 -4.769  -1.02
C -0.906 2.412 -4.851  -1.63
C -1.245 -1.338 -4.167  0.95
H -0.521 -0.096 -5.746  0.18
C -0.783 -2.609 -4.818  -1.70
H -0.389 -2.405 -5.820  0.43
H -1.591 -3.343 -4.929  0.30
H 0.019 -3.091 -4.243  0.22
H -1.736 3.125 -4.928  0.30
H -0.545 2.220 -5.869  0.44
H -0.091 2.918 -4.312  0.16
H -2.675 3.209 -2.993  0.43
H -3.187 2.284 -1.574  0.35
O -0.264 1.929 5.679  -0.74
C 0.647 0.977 5.792  0.40
C 1.273 0.742 7.041  -0.73
C 2.279 -0.222 7.108  -0.22
C 2.678 -0.965 5.971  -0.77
C 2.040 -0.745 4.751  -0.18
C 0.998 0.188 4.658  -0.18
C 0.251 0.411 3.386  0.89
O -0.758 1.190 3.395  -0.87
O 0.704 -0.177 2.339  -0.35
H -0.676 1.766 4.719  0.44
H 0.941 1.322 7.897  0.42
H 2.776 -0.402 8.061  0.32
H 3.474 -1.716 6.007  0.36
H 2.291 -1.273 3.823  0.37

=====

What is the energy in the second record? -11272.9611 a.u.

=====

The highest charge belongs to which entry? C55H46I2N7OPPtSe

=====

Which of these has the highest charge? C55H46I2N7OPPtSe